--- a ---
Molecular formula: C5H14
Method: DFT, ωB97M-V with the def2-TZVPD basis set

CARTESIAN COORDINATES (ANGSTROEM)
C (-0.577, 1.424, 1.350)
C (-1.505, 2.188, 2.294)
H (-0.714, 0.363, 1.372)
H (-0.764, 1.629, 0.274)
H (0.433, 1.690, 1.571)
H (-2.644, 2.066, 2.225)
H (-1.424, 2.055, 3.370)
H (-1.209, 3.177, 2.166)
C (0.870, -0.711, -1.384)
C (1.846, -1.653, -0.620)
C (-0.508, -1.349, -1.800)
H (0.655, 0.181, -0.725)
H (1.273, -0.389, -2.364)
H (1.279, -2.362, -0.038)
H (-0.525, -2.200, -2.459)
H (-1.002, -1.735, -0.894)
H (2.483, -1.114, 0.028)
H (2.480, -2.216, -1.221)
H (-1.082, -0.545, -2.346)

The calculation puts the HOMO-LUMO gap at 12.34 eV. Its SMILES is CCC.CC. The spin multiplicity is 1. The HOMO energy is -11.3 eV.

These are the Mulliken partial charges, in e, on atoms 1 to 4: C -0.71; C -1.07; H 0.30; H 0.26

=====

--- b ---
Molecular formula: C5H14
Method: DFT, ωB97M-V with the def2-TZVPD basis set

CARTESIAN COORDINATES (ANGSTROEM)
C (0.713, 0.655, -1.638)
C (0.120, 1.585, -0.584)
C (1.980, -0.081, -1.153)
H (-0.016, -0.059, -2.004)
H (1.046, 1.251, -2.484)
H (0.230, 1.136, 0.408)
H (-0.966, 1.620, -0.589)
H (2.503, 0.503, -0.397)
H (1.641, -1.021, -0.717)
H (0.636, 2.540, -0.583)
H (2.621, -0.324, -1.988)
C (-1.998, -0.664, 1.280)
C (-0.660, -1.322, 1.650)
H (-1.996, -0.350, 0.241)
H (-2.794, -1.384, 1.469)
H (-2.219, 0.229, 1.868)
H (-0.670, -2.393, 1.491)
H (-0.319, -1.056, 2.655)
H (0.149, -0.865, 1.076)

The calculation puts the HOMO-LUMO gap at 12.28 eV. Its SMILES is CCC.CC. The spin multiplicity is 1. The HOMO energy is -11.1 eV.

These are the Mulliken partial charges, in e, on atoms 1 to 4: C -0.18; C -1.09; C -1.10; H 0.25

=====

--- c ---
Molecular formula: C5H14
Method: DFT, ωB97M-V with the def2-TZVPD basis set

CARTESIAN COORDINATES (ANGSTROEM)
C (2.099, 0.363, 1.909)
C (1.425, -1.019, 2.121)
H (3.071, 0.158, 1.493)
H (1.356, 0.880, 1.258)
H (2.175, 0.891, 2.853)
H (0.781, -1.393, 1.233)
H (2.046, -1.897, 2.131)
H (0.981, -1.155, 3.142)
C (-1.147, -0.142, -1.941)
C (-2.105, -0.401, -0.708)
C (-0.553, 1.311, -1.805)
H (-0.297, -0.888, -1.921)
H (-1.565, -0.324, -2.938)
H (-2.172, 0.527, -0.112)
H (0.117, 1.580, -1.067)
H (-1.465, -1.061, -0.083)
H (-3.098, -0.809, -0.892)
H (-0.159, 1.352, -2.858)
H (-1.489, 2.029, -1.816)

The calculation puts the HOMO-LUMO gap at 11.85 eV. Its SMILES is CCC.CC. The spin multiplicity is 1. The HOMO energy is -10.7 eV.

These are the Mulliken partial charges, in e, on atoms 1 to 4: C -0.50; C -0.75; H 0.24; H 0.04

=====

--- d ---
Molecular formula: C5H14
Method: DFT, ωB97M-V with the def2-TZVPD basis set

CARTESIAN COORDINATES (ANGSTROEM)
C (0.760, 2.315, -0.323)
C (1.386, 3.036, 0.839)
H (0.526, 1.247, -0.116)
H (-0.047, 2.889, -0.821)
H (1.519, 2.152, -1.119)
H (1.806, 3.927, 0.410)
H (2.193, 2.442, 1.313)
H (0.762, 3.061, 1.727)
C (-0.899, -1.434, 0.279)
C (0.361, -2.354, 0.223)
C (-1.897, -1.740, -0.894)
H (-1.470, -1.869, 1.225)
H (-0.660, -0.433, 0.101)
H (0.102, -3.506, 0.370)
H (-1.706, -1.011, -1.711)
H (-1.815, -2.727, -1.423)
H (-2.946, -1.601, -0.553)
H (1.042, -2.228, -0.627)
H (0.982, -2.165, 1.102)

The calculation puts the HOMO-LUMO gap at 12.21 eV. Its SMILES is CCC.CC. The spin multiplicity is 1. The HOMO energy is -11.2 eV.

These are the Mulliken partial charges, in e, on atoms 1 to 4: C -0.38; C -0.92; H -0.12; H 0.30

=====

Which of them is the most stable? Correct choice: b.

=====

--- a ---
Molecular formula: C5H14
Method: DFT, ωB97M-V with the def2-TZVPD basis set

CARTESIAN COORDINATES (ANGSTROEM)
C (1.604, 0.301, 1.775)
C (0.587, -0.708, 2.320)
C (1.023, 1.736, 1.830)
H (1.853, 0.068, 0.733)
H (2.617, 0.305, 2.185)
H (1.115, -1.655, 2.429)
H (0.186, -0.381, 3.274)
H (0.275, 1.878, 1.046)
H (1.806, 2.475, 1.663)
H (-0.194, -0.773, 1.562)
H (0.505, 1.793, 2.784)
C (-1.731, 0.040, -2.472)
C (-1.092, -1.292, -2.888)
H (-1.250, 0.608, -1.687)
H (-1.958, 0.665, -3.319)
H (-2.692, -0.207, -2.028)
H (-1.710, -2.184, -2.890)
H (-0.158, -1.498, -2.380)
H (-0.786, -1.171, -3.936)

The calculation puts the HOMO-LUMO gap at 12.31 eV. Its SMILES is CCC.CC. The spin multiplicity is 1. The HOMO energy is -11.3 eV.

These are the Mulliken partial charges, in e, on atoms 1 to 4: C -0.31; C -0.97; C -0.94; H 0.24

=====

--- b ---
Molecular formula: C5H14
Method: DFT, ωB97M-V with the def2-TZVPD basis set

CARTESIAN COORDINATES (ANGSTROEM)
C (-0.215, -1.342, -0.626)
C (-0.690, -2.486, -1.539)
C (-0.873, -1.542, 0.797)
H (0.923, -1.274, -0.369)
H (-0.416, -0.284, -0.842)
H (-1.748, -2.491, -1.948)
H (-1.671, -0.880, 1.080)
H (-0.513, -3.312, -0.857)
H (-0.042, -2.568, -2.383)
H (-1.406, -2.357, 0.982)
H (-0.076, -1.668, 1.643)
C (0.212, 2.851, 0.194)
C (1.491, 2.233, 0.902)
H (-0.270, 2.116, -0.395)
H (-0.601, 3.180, 0.879)
H (0.466, 3.609, -0.527)
H (2.067, 1.767, 0.052)
H (1.252, 1.427, 1.535)
H (2.113, 3.022, 1.423)

The calculation puts the HOMO-LUMO gap at 12.36 eV. Its SMILES is CCC.CC. The spin multiplicity is 1. The HOMO energy is -11.2 eV.

These are the Mulliken partial charges, in e, on atoms 1 to 4: C 0.16; C -1.11; C -1.33; H 0.18

=====

--- c ---
Molecular formula: C5H14
Method: DFT, ωB97M-V with the def2-TZVPD basis set

CARTESIAN COORDINATES (ANGSTROEM)
C (-1.106, -1.475, -0.216)
C (-1.226, -1.419, 1.318)
C (-0.248, -2.678, -0.745)
H (-2.152, -1.531, -0.771)
H (-0.579, -0.444, -0.324)
H (-2.270, -1.593, 1.467)
H (-0.881, -3.034, -1.591)
H (-1.052, -0.435, 1.681)
H (-0.618, -2.126, 1.947)
H (0.726, -2.363, -0.976)
H (-0.197, -3.302, 0.024)
C (1.887, 2.396, -0.002)
C (0.488, 2.843, -0.373)
H (1.900, 1.295, -0.034)
H (2.806, 2.540, -0.598)
H (2.243, 2.738, 1.001)
H (-0.196, 1.904, -0.276)
H (0.336, 2.893, -1.461)
H (0.139, 3.791, -0.067)

The calculation puts the HOMO-LUMO gap at 11.88 eV. Its SMILES is CCC.CC. The spin multiplicity is 1. The HOMO energy is -10.8 eV.

These are the Mulliken partial charges, in e, on atoms 1 to 4: C 0.29; C -1.07; C -1.11; H 0.34

=====

Which of them is the most stable? Correct choice: a.

=====

--- a ---
Molecular formula: C3H4O4
Method: DFT, ωB97M-V with the def2-TZVPD basis set

CARTESIAN COORDINATES (ANGSTROEM)
C (-1.509, -0.198, 0.118)
C (-0.403, 0.655, 0.098)
C (0.776, -0.116, 0.213)
O (-0.643, -1.533, -0.097)
O (-0.421, 2.005, -0.185)
O (1.803, 0.160, -0.604)
O (-2.695, -0.214, -0.001)
H (-0.483, -2.135, 0.650)
H (-0.141, 2.143, -1.101)
H (2.641, -0.136, -0.215)
H (1.075, -0.633, 1.124)

The calculation puts the HOMO-LUMO gap at 8.33 eV. Its SMILES is O=C(O)/C(O)=C/O. The spin multiplicity is 1. The HOMO energy is -8.2 eV.

These are the Mulliken partial charges, in e, on atoms 1 to 4: C 0.49; C -0.05; C 0.34; O -0.56

=====

--- b ---
Molecular formula: C3H4O4
Method: DFT, ωB97M-V with the def2-TZVPD basis set

CARTESIAN COORDINATES (ANGSTROEM)
C (-1.194, -0.368, 0.184)
C (-0.765, 1.143, 0.175)
C (1.230, -0.777, -0.412)
O (-0.497, -1.001, -0.774)
O (0.992, 0.877, -0.196)
O (-1.127, 2.236, 0.093)
O (1.625, -1.330, 0.582)
H (1.452, 1.180, 0.605)
H (-0.988, -0.728, 1.207)
H (-2.274, -0.305, -0.018)
H (1.546, -0.925, -1.446)

The calculation puts the HOMO-LUMO gap at 10.10 eV. The spin multiplicity is 1. The HOMO energy is -10.0 eV.

These are the Mulliken partial charges, in e, on atoms 1 to 4: C -0.28; C 0.59; C 0.28; O -0.53

=====

Which of them is the most stable? Correct choice: b.